1.
A structure of composition C40H36BN8S2Sb2V. Source: the Open Molecules 2025 dataset; level of theory: wB97M-V/def2-TZVPD.

The calculated total energy comes out at -115095.7506 eV. Its expectation value of S² is 2.034. Its largest force on an atom is 0.95 eV/Å. Its HOMO energy (spin up / spin down) is -7.7683 / -7.8618 eV. Its orbital gap (spin up / spin down) is 6.93 / 7.61 eV. As for the spin multiplicity: 3.

Structure (XYZ):
```
90
Properties=species:S:1:pos:R:3:forces:R:3:lowdin_spin:R:1
V -1.554 1.702 -2.021 0.40 0.75 0.42 1.972
C -4.224 -1.121 -0.524 0.00 -0.02 0.02 0.005
C -3.351 -0.075 -0.236 -0.03 0.14 0.05 0.012
N -2.604 0.192 -1.298 -0.46 -0.66 -0.10 -0.009
N -2.992 -0.641 -2.297 0.26 -0.04 -0.03 0.007
C -3.955 -1.449 -1.837 -0.09 0.01 -0.11 0.014
B -2.168 -0.743 -3.608 0.44 -0.01 0.14 0.002
N -2.194 0.557 -4.497 0.21 -0.16 0.21 0.006
C -2.220 0.594 -5.839 -0.18 -0.04 -0.03 0.010
C -1.758 1.818 -6.268 0.02 0.03 -0.02 0.004
C -1.436 2.500 -5.094 -0.09 0.12 0.04 0.009
N -1.685 1.736 -4.041 -0.33 -0.36 -0.74 -0.010
N -0.661 -0.881 -3.178 -0.22 0.32 -0.11 0.001
C 0.283 -1.707 -3.643 0.00 -0.16 0.05 0.008
C 1.524 -1.201 -3.313 -0.05 -0.03 0.02 0.002
C 1.240 -0.012 -2.645 0.08 0.11 0.14 0.009
N -0.070 0.179 -2.558 -0.24 -0.09 0.02 0.002
H -4.947 -1.571 0.130 -0.04 -0.02 0.03 0.000
H -3.238 0.517 0.658 0.01 -0.01 0.02 0.001
H -4.376 -2.205 -2.474 -0.03 -0.05 -0.04 0.001
H -2.540 -1.671 -4.261 0.03 -0.01 0.02 0.000
H -2.581 -0.254 -6.394 0.01 -0.04 -0.03 0.001
H -1.673 2.172 -7.278 -0.01 0.02 -0.02 0.000
H -1.067 3.504 -4.958 0.00 0.00 -0.01 0.000
H 0.006 -2.609 -4.159 -0.01 -0.04 -0.05 0.000
H 2.488 -1.632 -3.507 0.06 -0.04 -0.02 0.000
H 1.924 0.706 -2.222 0.02 -0.01 0.04 0.001
C 0.873 -0.338 3.877 -0.15 -0.06 0.02 0.000
C 2.124 -1.162 3.569 -0.07 0.03 -0.09 0.000
C 1.895 -2.328 2.601 -0.05 0.06 0.08 0.000
Sb 1.828 -1.665 0.549 0.01 0.12 -0.18 0.000
C 3.755 -2.385 -0.032 0.07 -0.09 0.02 0.000
C 4.223 -3.685 0.164 0.00 0.06 0.08 0.000
C 5.512 -4.040 -0.204 0.01 0.01 -0.01 0.000
C 6.361 -3.094 -0.764 0.01 -0.03 0.01 0.000
C 5.919 -1.794 -0.947 -0.03 0.03 0.00 0.000
C 4.624 -1.445 -0.584 0.01 -0.04 -0.07 0.000
C 0.554 -3.210 -0.211 -0.01 -0.04 -0.03 0.000
C -0.819 -2.998 -0.070 -0.01 0.00 0.02 0.000
C -1.735 -3.931 -0.538 0.01 0.03 -0.01 0.000
C -1.294 -5.084 -1.171 0.01 -0.02 0.01 0.000
C 0.067 -5.295 -1.337 -0.02 -0.01 -0.03 0.000
C 0.981 -4.366 -0.861 0.01 0.09 -0.05 0.000
Sb -0.189 0.657 2.253 0.38 -0.05 -0.14 0.000
C 1.489 1.958 1.853 -0.13 0.10 0.07 0.000
C 2.189 2.597 2.871 0.09 -0.07 0.07 0.000
C 3.275 3.421 2.593 -0.04 -0.03 0.00 0.000
C 3.687 3.609 1.284 -0.02 -0.02 -0.05 0.000
C 3.007 2.970 0.255 0.05 0.04 0.06 0.000
C 1.923 2.159 0.544 -0.20 -0.07 -0.10 0.001
C -1.428 1.833 3.538 0.02 -0.02 0.13 0.000
C -1.031 2.910 4.327 0.05 0.08 -0.12 0.000
C -1.930 3.536 5.176 -0.05 -0.03 -0.02 0.000
C -3.242 3.090 5.257 0.02 0.02 0.03 0.000
C -3.653 2.020 4.480 0.01 -0.01 -0.03 0.000
C -2.750 1.400 3.627 -0.04 0.00 0.00 0.000
H 1.109 0.460 4.584 0.01 -0.02 0.05 0.000
H 0.127 -0.974 4.360 -0.03 0.01 0.03 0.000
H 2.494 -1.565 4.517 0.03 0.01 0.02 0.000
H 2.916 -0.505 3.194 0.01 0.01 -0.02 0.000
H 0.955 -2.836 2.826 0.00 -0.03 -0.01 0.000
H 2.698 -3.062 2.667 -0.01 -0.02 0.03 0.000
H 3.587 -4.429 0.629 -0.04 -0.02 0.00 0.000
H 5.858 -5.053 -0.049 0.01 -0.03 0.01 0.000
H 7.368 -3.370 -1.047 0.02 -0.01 -0.01 0.000
H 6.582 -1.050 -1.368 0.01 0.02 -0.01 0.000
H 4.292 -0.422 -0.727 -0.01 0.02 0.00 0.000
H -1.185 -2.092 0.405 0.00 0.00 0.01 0.000
H -2.794 -3.751 -0.412 -0.04 0.00 0.02 0.000
H -2.006 -5.815 -1.530 -0.02 -0.01 -0.02 0.000
H 0.419 -6.187 -1.840 0.01 -0.02 0.00 0.000
H 2.036 -4.541 -1.024 0.06 -0.01 0.02 0.000
H 1.912 2.446 3.907 -0.02 0.01 0.00 0.000
H 3.797 3.913 3.403 0.02 0.01 0.03 0.000
H 4.531 4.249 1.065 0.02 0.02 -0.01 0.000
H 3.321 3.111 -0.772 0.01 0.01 -0.04 0.000
H 1.395 1.670 -0.271 0.02 0.00 0.07 0.001
H -0.024 3.302 4.259 0.00 -0.04 0.01 0.000
H -1.610 4.383 5.765 0.01 0.04 0.02 0.000
H -3.943 3.584 5.916 -0.02 0.02 0.00 0.000
H -4.677 1.672 4.531 -0.02 -0.01 0.00 0.000
H -3.089 0.560 3.027 0.01 -0.01 0.01 0.000
S -1.231 3.139 -0.332 0.25 0.16 0.29 -0.040
C -2.785 3.852 0.054 0.13 0.04 0.25 0.020
C -2.883 4.589 1.281 0.02 -0.21 -0.38 0.001
N -2.939 5.185 2.262 -0.01 0.10 0.18 0.008
C -3.809 3.731 -0.818 -0.32 0.04 -0.03 -0.007
S -3.623 2.874 -2.306 -0.07 0.23 -0.01 -0.025
C -5.085 4.347 -0.546 0.41 -0.14 -0.09 -0.002
N -6.104 4.836 -0.348 -0.17 0.05 0.03 -0.005
```
Forces are in eV/Å.

---

2.
A structure of composition C40H36BrCdCl6N5O6 at a distorted geometry. Source: the Open Molecules 2025 dataset; level of theory: wB97M-V/def2-TZVPD.

The calculated total energy comes out at -211540.5031 eV. The energy above the lowest of the compared OMol25 structures with the same formula, charge and spin is 129.3 kcal per mole. Its largest force on an atom is 1.07 eV/Å. Its HOMO energy is -1.6542 eV. Its orbital gap is 5.37 eV. Its net charge is -2.

Structure (XYZ):
```
95
Properties=species:S:1:pos:R:3:forces:R:3:lowdin_charge:R:1
Cd 0.334 -0.211 -0.098 -0.43 -0.03 -0.06 1.413
O -4.395 0.567 -1.040 0.30 0.05 -0.29 -0.111
C -4.435 1.236 -2.159 0.02 0.01 0.24 -0.370
C -5.657 1.602 -2.772 -0.02 0.00 -0.05 -0.043
C -5.689 2.348 -3.938 0.09 -0.01 0.02 -0.137
C -4.514 2.767 -4.558 0.01 0.01 0.01 -0.142
C -3.299 2.398 -3.987 -0.02 -0.06 -0.04 -0.073
C -3.241 1.647 -2.824 0.04 -0.08 -0.03 -0.114
C -1.894 1.280 -2.227 -0.29 0.22 0.44 -0.323
O -1.960 0.186 -1.367 -0.44 0.41 -0.22 -0.149
N -1.438 2.476 -1.459 -0.22 -0.24 -0.31 0.023
N -0.682 2.395 -0.398 0.30 -0.11 0.27 0.001
C -0.294 3.494 0.147 -0.09 -0.01 -0.18 -0.213
C 0.395 3.592 1.407 -0.14 -0.33 0.23 -0.623
Br 0.542 1.988 2.430 0.17 0.14 -0.10 0.816
C 0.822 4.717 1.990 0.17 0.12 0.06 -0.150
C 0.908 6.054 1.387 0.04 0.06 -0.07 -0.221
C 0.839 7.172 2.225 -0.06 -0.01 0.01 -0.049
C 0.939 8.459 1.722 0.01 0.01 -0.02 -0.102
C 1.132 8.665 0.362 -0.01 -0.03 0.01 -0.110
C 1.241 7.566 -0.480 -0.01 0.02 0.01 -0.086
C 1.134 6.277 0.023 0.11 -0.04 0.02 -0.049
H -2.973 0.249 -1.052 0.23 -0.21 0.11 0.039
H -6.576 1.279 -2.292 0.05 0.01 0.00 0.096
H -6.647 2.605 -4.382 0.01 0.00 0.04 0.085
H -4.543 3.349 -5.472 0.01 -0.02 0.03 0.078
H -2.367 2.689 -4.469 -0.05 -0.06 0.00 0.110
H -1.173 1.079 -3.007 0.38 -0.12 -0.31 0.125
H -1.582 3.376 -1.894 -0.09 0.13 0.01 0.139
H -0.585 4.441 -0.304 -0.03 0.05 0.00 0.113
H 1.147 4.652 3.022 0.08 0.00 -0.05 0.092
H 0.699 7.018 3.290 0.00 0.01 -0.02 0.108
H 0.874 9.307 2.394 0.00 -0.02 0.00 0.094
H 1.215 9.669 -0.036 0.01 -0.03 0.02 0.092
H 1.431 7.710 -1.537 -0.02 -0.02 0.03 0.101
H 1.282 5.434 -0.641 0.01 0.04 0.04 0.111
N -0.068 -2.023 -1.472 -0.05 -0.10 -0.14 -0.037
C -0.683 -3.201 -0.840 -0.13 0.11 0.08 -0.246
C -2.179 -2.983 -0.552 0.14 0.07 0.14 -0.178
C -2.568 -2.780 0.924 0.11 0.12 -0.11 -0.193
C -2.658 -1.333 1.396 0.09 -0.07 -0.18 -0.253
N -1.345 -0.677 1.493 0.05 -0.17 0.16 -0.058
H -0.634 -1.669 -2.238 -0.02 -0.03 -0.03 0.072
H 0.830 -2.271 -1.864 0.13 -0.03 -0.08 0.058
H -0.134 -3.395 0.085 0.02 0.00 0.00 0.096
H -0.569 -4.079 -1.480 0.04 -0.04 -0.07 0.103
H -2.721 -3.853 -0.925 -0.03 0.00 -0.03 0.099
H -2.521 -2.120 -1.128 -0.08 -0.09 -0.04 0.098
H -1.872 -3.326 1.572 -0.06 -0.04 -0.02 0.109
H -3.558 -3.216 1.079 0.01 -0.02 0.05 0.102
H -3.155 -1.331 2.372 -0.03 0.05 0.05 0.106
H -3.283 -0.763 0.707 -0.02 0.01 0.07 0.091
H -0.693 -1.227 2.056 -0.04 0.06 0.05 0.052
H -1.449 0.222 1.948 0.01 0.03 -0.02 0.004
Cl 6.584 -1.838 -4.604 0.16 -0.06 -0.15 0.476
C 4.869 -1.533 -4.124 -0.58 -0.09 0.47 -0.732
C 3.875 -1.781 -5.134 -0.25 -0.09 0.18 -0.649
Cl 4.345 -2.870 -6.423 0.00 0.01 -0.03 0.590
C 2.530 -1.453 -5.081 0.39 -0.29 -0.46 -0.609
Cl 1.403 -2.170 -6.218 0.06 0.05 0.08 0.612
C 1.914 -0.478 -4.211 -0.16 0.22 0.27 -0.447
O 0.707 -0.253 -4.248 -0.17 0.31 0.09 -0.006
C 3.376 -0.816 -2.255 0.09 0.52 0.06 -0.227
O 2.233 0.544 -0.509 0.83 -0.40 -0.53 -0.320
C 4.627 -1.376 -2.819 0.47 0.32 0.05 -0.048
Cl 6.331 -0.202 -0.560 -0.30 -0.07 -0.20 0.552
Cl 4.316 4.060 0.873 -0.31 0.17 -0.17 0.747
C 5.576 3.152 1.619 0.07 -0.27 0.05 -0.588
C 6.598 3.869 2.225 0.02 0.02 -0.02 -0.133
C 7.560 3.206 2.964 0.00 0.09 0.04 -0.109
C 7.461 1.837 3.135 0.04 -0.06 0.04 -0.130
C 6.448 1.130 2.508 -0.03 0.05 -0.01 -0.587
Cl 6.344 -0.566 2.826 0.11 0.03 0.00 0.720
C 5.500 1.750 1.670 0.08 -0.20 -0.13 -0.301
N 4.517 0.995 1.011 -0.27 0.50 -0.04 0.028
C 4.583 0.660 -0.381 0.07 -0.19 0.00 -0.526
C 4.787 1.812 -1.313 -0.23 0.05 0.04 -0.155
C 4.189 2.131 -2.469 -0.01 -0.14 0.12 -0.069
C 3.194 1.455 -3.303 -0.02 0.13 -0.06 -0.030
C 2.814 0.180 -3.228 0.12 -0.21 0.31 -0.148
C 3.341 -0.273 -0.742 0.02 -0.17 0.27 -0.466
C 3.365 -1.555 0.166 0.01 0.20 0.04 -0.057
C 2.618 -1.402 1.496 0.10 0.06 0.09 -0.678
O 3.258 -1.106 2.518 -0.27 0.00 -0.11 -0.057
O 1.354 -1.601 1.450 -0.11 -0.09 0.12 -0.191
H 6.609 4.947 2.127 -0.01 -0.04 0.00 0.092
H 8.363 3.759 3.436 -0.03 -0.02 -0.02 0.095
H 8.174 1.299 3.747 -0.04 0.00 -0.04 0.094
H 4.181 0.226 1.597 0.05 -0.06 -0.08 0.062
H 5.579 2.475 -0.990 -0.01 0.07 0.03 0.074
H 4.543 3.062 -2.905 0.03 -0.02 -0.02 0.094
H 2.803 2.046 -4.128 0.01 -0.01 0.02 0.109
H 2.726 -1.705 -2.254 -0.25 0.01 0.04 0.126
H 4.396 -1.851 0.348 0.04 -0.04 -0.01 0.093
H 2.872 -2.369 -0.368 0.01 -0.02 -0.06 0.102
```
Forces are in eV/Å.